{"formula": "C12H19ClFGeN6O4Ru", "method": "the ωB97M-V functional and the def2-TZVPD basis", "energy_ev": -104208.4877, "total_charge": 1, "homo_ha": -0.4586, "gap_ha": 0.3013, "relative_energy_kj_mol": 86.3, "species": ["Ru", "O", "Cl", "O", "O", "O", "N", "C", "N", "C", "N", "N", "C", "N", "C", "C", "C", "C", "C", "N", "H", "H", "H", "H", "H", "H", "H", "H", "C", "Ge", "C", "C", "C", "H", "H", "H", "H", "H", "H", "H", "H", "H", "H", "H", "F"], "coordinates": [[0.20775, 0.79918, -0.67162], [-2.41241, 1.52714, -3.06198], [-2.49900, 1.25238, -1.63738], [-1.53766, 2.17103, -0.90184], [-1.79839, -0.05376, -1.32962], [0.26466, 1.44461, -3.26616], [0.13542, 0.23945, -3.92011], [0.35920, -0.86821, -3.22324], [0.38847, -2.02062, -3.87128], [0.75451, -3.07936, -3.15322], [0.66903, -4.28394, -3.70012], [1.27594, -3.01381, -1.88943], [1.18655, -1.84482, -1.34431], [0.61571, -0.74267, -1.89040], [1.86834, -1.52011, -0.08559], [2.59908, -2.40493, 0.67457], [3.32263, -1.89765, 1.74145], [3.30119, -0.53313, 1.97756], [2.51331, 0.28692, 1.18955], [1.79386, -0.20773, 0.17245], [0.01537, 0.24006, -4.92106], [-0.63825, 1.82651, -3.31561], [0.33046, -4.38077, -4.64187], [0.99661, -5.08674, -3.19242], [2.60470, -3.45162, 0.40658], [3.90724, -2.55596, 2.36956], [3.87516, -0.09480, 2.78154], [2.43877, 1.34970, 1.35257], [-1.32573, 0.99671, 3.93280], [-1.67686, 1.60082, 2.10708], [-3.55839, 1.27823, 1.71448], [-1.10240, 3.44751, 1.98395], [-0.55694, 0.25421, 1.12413], [-1.96340, 1.53413, 4.63697], [-0.28726, 1.19801, 4.20301], [-1.51913, -0.07053, 4.05022], [-4.16201, 2.14759, 1.97643], [-3.89863, 0.43436, 2.31513], [-3.75132, 1.03777, 0.67099], [-1.69722, 4.01740, 2.69933], [-1.23244, 3.88036, 0.99593], [-0.05313, 3.53145, 2.26777], [-1.19104, -0.61681, 0.94312], [0.22335, -0.00243, 1.83310], [1.21429, 2.23487, -0.10302]], "atomic_forces_ev_per_a": [[-0.46, -0.28, 0.59], [-0.01, 0.03, 0.14], [0.11, -0.10, 0.40], [0.25, 0.08, -0.64], [-0.22, -0.21, -0.27], [0.11, 0.21, -0.35], [-0.14, -0.12, 0.47], [-0.01, 0.25, -0.23], [-0.01, -0.04, 0.12], [0.00, -0.06, 0.00], [0.01, 0.05, 0.00], [-0.11, 0.02, -0.12], [0.14, 0.03, 0.17], [0.14, -0.29, -0.47], [-0.12, 0.03, -0.19], [0.05, -0.04, -0.09], [0.05, -0.02, 0.04], [0.03, 0.00, 0.01], [-0.04, -0.06, -0.27], [0.34, -0.01, 0.68], [0.09, 0.00, -0.03], [-0.01, 0.05, 0.12], [-0.01, 0.00, -0.01], [0.00, -0.01, 0.01], [-0.01, 0.00, 0.00], [0.00, 0.01, 0.00], [0.00, 0.00, -0.01], [-0.06, 0.05, 0.03], [0.01, 0.02, 0.11], [0.04, -0.12, 0.10], [-0.07, 0.03, -0.05], [0.04, 0.05, -0.06], [-0.24, 0.17, -0.02], [0.01, -0.01, -0.02], [-0.02, -0.03, 0.01], [0.01, 0.01, -0.02], [0.02, -0.01, 0.00], [-0.01, 0.00, 0.00], [-0.03, 0.01, 0.02], [0.03, 0.03, 0.00], [-0.01, -0.02, -0.02], [-0.01, 0.02, -0.01], [0.00, 0.00, 0.02], [0.03, -0.19, -0.01], [0.11, 0.48, -0.15]], "mulliken_charge": [0.685, -0.624, 0.961, -0.599, -0.440, -0.411, 0.055, 0.542, -0.742, 0.459, -0.310, -0.638, -0.157, 0.096, 0.731, -0.328, -0.498, -0.634, -0.251, -0.045, 0.203, 0.411, 0.262, 0.254, 0.513, 0.456, 0.453, 0.512, -1.338, 0.656, -1.127, -1.132, -0.517, 0.391, 0.375, 0.389, 0.370, 0.393, 0.325, 0.427, 0.347, 0.309, 0.378, 0.519, -0.681]}



{"formula": "C12H19F14N3S", "method": "the ωB97M-V functional and the def2-TZVPD basis", "energy_ev": -66097.5259, "homo_ha": -0.1895, "gap_ha": 0.1390, "species": ["C", "C", "C", "C", "C", "N", "C", "N", "N", "C", "C", "C", "F", "F", "C", "F", "F", "C", "F", "F", "C", "F", "F", "S", "F", "F", "F", "F", "F", "H", "H", "H", "H", "H", "H", "H", "H", "H", "H", "H", "H", "H", "H", "H", "H", "H", "H", "H", "F"], "coordinates": [[5.29647, -0.69072, 1.03660], [5.67115, -0.61754, -0.44326], [5.72978, -2.03939, -1.00693], [4.67692, 0.21012, -1.30334], [3.82859, 1.25688, -0.58544], [2.47748, 0.72065, -0.24532], [1.53658, 1.58377, 0.20034], [1.08898, 2.49247, -0.66072], [1.04530, 1.55559, 1.43913], [-0.42142, 1.65794, 1.65238], [-1.08862, 0.31652, 1.36440], [-2.58265, 0.53707, 1.23473], [-2.75826, 1.30468, 0.14518], [-3.03223, 1.20390, 2.31707], [-3.36920, -0.78995, 1.10498], [-3.14664, -1.46039, 2.25485], [-2.78909, -1.50953, 0.11959], [-4.91880, -0.59025, 0.87798], [-5.52117, -0.95782, 2.04099], [-5.16116, 0.69550, 0.65233], [-5.56454, -1.53054, -0.19863], [-5.10648, -2.78192, 0.00896], [-6.88041, -1.53954, 0.03097], [-5.36247, -1.05769, -2.03329], [-6.51912, -2.07669, -2.41400], [-6.36535, 0.09775, -1.85861], [-4.13542, -0.09451, -1.70664], [-4.30153, -2.24442, -2.25930], [-5.20051, -0.70016, -3.55789], [6.00746, -1.32954, 1.56265], [5.31025, 0.27473, 1.54288], [4.31676, -1.16555, 1.16542], [6.66135, -0.16827, -0.54546], [4.74140, -2.50208, -0.92550], [6.43210, -2.66346, -0.45423], [6.00166, -2.04230, -2.06347], [5.23584, 0.73358, -2.08028], [4.00742, -0.48027, -1.82254], [4.30434, 1.63020, 0.32158], [3.66618, 2.11000, -1.24231], [2.56105, -0.06224, 0.39652], [1.11969, 2.29273, -1.64721], [0.66581, 3.35121, -0.34889], [1.43726, 0.77753, 1.95992], [-0.58320, 1.96032, 2.68381], [-0.81855, 2.43859, 1.01009], [-0.73079, -0.07124, 0.40755], [-0.85010, -0.41592, 2.13707], [-6.61208, 2.38021, -0.26476]], "atomic_forces_ev_per_a": [[0.17, -0.12, -0.02], [-0.34, -0.15, -0.10], [-0.07, 0.08, -0.01], [0.19, -0.01, 0.12], [-0.16, 0.15, -0.68], [0.29, -0.21, 1.11], [-0.19, 0.56, -0.60], [0.11, 0.16, -0.02], [-0.29, -1.07, -0.20], [0.10, 0.19, 0.33], [0.36, 0.02, -0.06], [0.07, -0.27, -0.14], [-0.09, 0.23, -0.22], [-0.13, 0.12, 0.19], [-0.07, 0.20, 0.03], [-0.02, -0.15, 0.11], [0.03, 0.01, -0.19], [0.06, 0.33, 0.27], [0.13, 0.09, -0.18], [-0.02, -0.92, 0.09], [-0.39, 0.00, 0.03], [-0.04, 0.21, -0.04], [0.26, 0.05, -0.06], [0.33, -0.19, 0.05], [-0.05, -0.05, 0.08], [-0.10, 0.13, 0.09], [-0.07, 0.02, 0.06], [-0.01, 0.04, 0.08], [0.01, 0.04, -0.21], [-0.01, 0.02, 0.01], [-0.06, 0.00, -0.01], [-0.02, 0.06, 0.03], [0.00, 0.04, 0.16], [0.03, -0.03, 0.00], [0.07, 0.03, -0.07], [0.07, -0.01, 0.03], [0.03, -0.11, -0.04], [-0.08, 0.10, -0.01], [0.01, -0.01, 0.00], [-0.02, -0.02, 0.03], [0.09, -0.10, -0.22], [0.21, 0.15, 0.00], [-0.25, -0.13, -0.03], [0.13, 0.33, 0.30], [0.00, 0.07, -0.03], [-0.02, -0.02, 0.02], [-0.09, -0.04, 0.00], [-0.13, 0.03, 0.05], [-0.02, 0.16, -0.13]], "mulliken_charge": [-1.473, 0.816, -1.605, -1.047, -0.668, -0.091, 0.400, -0.331, -0.138, -0.998, -0.735, 0.667, -0.259, -0.325, 0.610, -0.325, -0.348, 0.600, -0.327, -0.156, 0.562, -0.279, -0.258, 1.391, -0.322, -0.202, -0.309, -0.332, -0.315, 0.447, 0.364, 0.252, 0.258, 0.402, 0.408, 0.379, 0.343, 0.424, 0.335, 0.545, 0.218, 0.244, 0.261, 0.333, 0.264, 0.385, 0.315, 0.575, -0.956]}



{"formula": "C12H19N", "method": "the ωB97M-V functional and the def2-TZVPD basis", "energy_ev": -14242.4947, "homo_ha": -0.3223, "smiles": "CCN=C1[C@H]2C[C@@H]3C[C@@H](C[C@H]1C3)C2", "gap_ha": 0.3545, "relative_energy_kj_mol": 21.4, "species": ["C", "C", "N", "C", "C", "C", "C", "C", "C", "C", "C", "C", "C", "H", "H", "H", "H", "H", "H", "H", "H", "H", "H", "H", "H", "H", "H", "H", "H", "H", "H", "H"], "coordinates": [[4.05921, 3.20600, 0.17804], [2.67102, 2.75902, 0.58721], [2.34885, 1.36799, 0.06698], [1.29629, 0.64124, 0.44666], [0.17261, 1.13896, 1.33774], [-0.98924, 1.38372, 0.33316], [-1.42733, 0.08913, -0.38646], [-1.81735, -0.98154, 0.65686], [-0.60361, -1.26574, 1.61624], [0.55876, -1.77809, 0.76534], [0.95649, -0.67286, -0.24173], [-0.24957, -0.45768, -1.18924], [-0.20928, 0.05668, 2.39341], [4.78320, 2.40571, 0.36121], [4.07545, 3.48795, -0.89934], [4.36159, 4.07175, 0.78051], [1.96921, 3.45320, 0.16956], [2.61693, 2.78059, 1.68543], [0.41192, 2.05323, 1.88233], [-0.74744, 2.21230, -0.38149], [-1.83558, 1.75486, 0.93278], [-2.24199, 0.34134, -1.10194], [-2.68738, -0.66052, 1.24467], [-2.09166, -1.91706, 0.16699], [-0.91330, -2.00758, 2.35394], [1.43793, -2.03335, 1.37935], [0.22802, -2.66556, 0.23012], [1.80953, -0.97135, -0.86749], [0.00046, 0.22350, -2.00929], [-0.56455, -1.37841, -1.61899], [0.61963, -0.11682, 3.07495], [-1.06517, 0.41307, 2.98616]], "atomic_forces_ev_per_a": [[0.22, -0.08, -0.59], [-0.34, -1.88, 0.39], [-1.91, -1.50, 0.78], [2.45, 2.95, -0.70], [0.00, -0.65, -0.05], [-0.69, 0.58, 0.48], [0.20, 0.35, -0.01], [0.37, 0.39, 0.56], [-0.50, 1.03, 0.22], [0.50, 0.75, 0.37], [0.34, -0.27, -0.64], [0.18, 1.19, 0.51], [-0.64, -0.48, -1.51], [-0.07, 0.12, -0.14], [0.15, -0.26, 0.72], [-0.09, -0.08, -0.22], [-0.72, 0.39, -0.05], [-0.25, 0.00, -0.18], [0.17, 0.10, -0.32], [0.04, -0.80, 0.44], [0.01, -0.02, -0.18], [0.22, -0.30, 0.64], [0.13, 0.02, -0.06], [-0.03, -0.02, -0.12], [0.04, -0.13, -0.05], [-0.33, -0.04, -0.07], [0.15, -0.15, -0.12], [-0.06, 0.03, 0.38], [0.13, 0.00, 0.13], [0.01, -1.00, -0.49], [0.15, -0.09, 0.03], [0.16, -0.12, -0.14]], "mulliken_charge": [-1.227, -0.292, -0.678, -0.236, 0.565, -1.279, 0.448, -1.425, 0.302, -1.388, 0.574, -1.491, -1.458, 0.320, 0.286, 0.392, 0.300, 0.262, 0.587, 0.402, 0.480, 0.254, 0.442, 0.463, 0.262, 0.378, 0.516, 0.344, 0.435, 0.553, 0.424, 0.485]}



{"formula": "C12H19N3O3S", "method": "the ωB97M-V functional and the def2-TZVPD basis", "energy_ev": -34200.9009, "homo_ha": -0.2912, "smiles": "C=C(C)CNC(=S)N1CCNC(=O)[C@@H]1CC(=O)OC", "gap_ha": 0.3113, "relative_energy_kj_mol": 7.5, "species": ["C", "C", "C", "C", "N", "C", "S", "N", "C", "C", "N", "C", "O", "C", "C", "C", "O", "O", "C", "H", "H", "H", "H", "H", "H", "H", "H", "H", "H", "H", "H", "H", "H", "H", "H", "H", "H", "H"], "coordinates": [[-0.53780, 4.70505, 0.85262], [-0.20329, 3.71616, 0.04173], [-0.96656, 3.38525, -1.20576], [0.98838, 2.83248, 0.32635], [0.64539, 1.42690, 0.29977], [0.30700, 0.73763, 1.40196], [0.51353, 1.36812, 2.92425], [-0.16441, -0.53687, 1.24850], [-0.45121, -1.34085, 2.41582], [-0.24356, -2.81230, 2.08611], [-1.13439, -3.16785, 1.00607], [-1.37806, -2.32210, -0.00936], [-2.19176, -2.53510, -0.87983], [-0.46058, -1.09463, -0.05162], [0.82771, -1.52104, -0.81593], [0.82997, -0.93618, -2.21073], [0.55478, 0.21511, -2.45035], [1.17262, -1.82839, -3.12559], [1.18807, -1.38373, -4.47867], [-1.37791, 5.34714, 0.64720], [0.01042, 4.90853, 1.75601], [-1.59519, 2.50920, -1.04215], [-0.28792, 3.15762, -2.02612], [-1.61149, 4.21093, -1.49401], [1.75566, 2.99696, -0.43839], [1.40391, 3.06385, 1.30877], [0.45656, 1.06060, -0.62472], [-1.48794, -1.18041, 2.74167], [0.21221, -1.01788, 3.22196], [0.79894, -2.98674, 1.79332], [-0.46719, -3.42610, 2.95837], [-1.70858, -3.99461, 1.06969], [-0.99295, -0.34724, -0.65640], [1.69816, -1.12505, -0.28677], [0.92175, -2.60463, -0.88593], [0.18271, -1.09313, -4.78780], [1.85496, -0.52650, -4.58750], [1.54167, -2.22391, -5.06966]], "atomic_forces_ev_per_a": [[0.03, 0.07, 0.05], [0.12, -0.17, -0.08], [-0.07, 0.09, 0.13], [0.13, 0.45, 0.15], [-0.24, -0.31, -0.40], [0.09, -0.21, 0.22], [0.05, 0.45, 0.71], [0.05, 0.14, -0.05], [0.05, -0.33, 0.44], [0.13, 0.41, 0.06], [-0.17, -0.49, 0.21], [0.05, 0.23, 0.07], [-0.15, 0.07, -0.38], [0.02, 0.12, -0.49], [-0.12, 0.06, -0.24], [0.03, -0.14, 0.35], [-0.03, 0.14, -0.15], [0.09, -0.33, 0.10], [-0.02, 0.32, -0.33], [-0.18, 0.12, -0.12], [0.15, -0.04, 0.21], [-0.03, -0.10, -0.07], [0.02, -0.03, -0.14], [-0.07, 0.03, -0.06], [-0.04, -0.02, 0.04], [0.02, -0.03, -0.23], [0.03, -0.16, -0.03], [0.12, -0.04, 0.06], [-0.16, -0.13, -0.16], [-0.02, -0.03, 0.14], [0.01, 0.05, -0.07], [0.02, 0.07, -0.13], [0.06, -0.22, 0.15], [-0.03, -0.01, -0.07], [0.04, 0.04, 0.08], [0.08, -0.03, 0.01], [-0.05, -0.09, -0.02], [-0.02, 0.03, 0.05]], "mulliken_charge": [-1.114, 1.148, -1.209, -1.361, 0.138, 0.485, -0.460, 0.072, -0.829, -0.784, -0.076, -0.087, -0.660, 0.108, -0.796, 0.675, -0.655, -0.344, -0.687, 0.284, 0.290, 0.208, 0.254, 0.455, 0.300, 0.578, 0.019, 0.275, 0.547, 0.232, 0.473, 0.279, 0.509, 0.453, 0.412, 0.316, 0.319, 0.237]}